1.
Computed, not measured: 8 unconnected molecules or ions with the total composition C45H84NO18S7, with ωB97M-V/def2-TZVPD.

Structure (ORCA input):
```
! RIJCOSX wB97M-V def2-TZVPD def2/J DEFGRID3
* xyz 1 1
C -3.41 1.17 4.62
C -4.16 1.50 3.31
C -4.63 2.96 3.20
C -4.52 3.53 1.77
C -3.38 4.58 1.67
C -2.07 3.89 1.90
C -1.46 3.99 3.16
C -0.27 3.32 3.41
C 0.29 2.57 2.41
N -0.30 2.48 1.22
O 0.31 1.70 0.27
C -0.17 0.33 0.34
C -0.10 -0.32 -1.03
C -1.46 -0.35 -1.71
O 0.33 -1.68 -0.93
C -1.46 3.11 0.90
C -2.01 2.95 -0.48
C -1.05 3.32 -1.63
C -0.12 4.50 -1.31
C 1.29 4.05 -1.06
O 1.88 3.36 -1.82
O 1.87 4.51 0.07
H -3.22 2.04 5.24
H -2.45 0.72 4.39
H -3.95 0.43 5.20
H -3.52 1.23 2.46
H -5.02 0.83 3.24
H -4.09 3.59 3.90
H -5.68 2.98 3.46
H -5.46 3.93 1.40
H -4.20 2.71 1.14
H -3.40 5.04 0.69
H -3.52 5.38 2.40
H -1.95 4.57 3.92
H 0.20 3.37 4.38
H 1.21 2.04 2.58
H 0.47 -0.21 1.04
H -1.18 0.28 0.75
H 0.62 0.18 -1.68
H -2.24 -0.33 -0.95
H -1.62 0.52 -2.34
H -1.59 -1.25 -2.29
H 0.96 -1.79 -0.21
H -2.30 1.90 -0.59
H -2.93 3.50 -0.60
H -1.67 3.61 -2.47
H -0.47 2.47 -1.96
H -0.48 5.15 -0.52
H -0.06 5.12 -2.20
H 2.40 3.80 0.46
C -2.27 -1.72 -7.49
C -2.06 -2.92 -6.56
C -2.29 -2.44 -5.13
S -3.44 -1.06 -5.23
O -2.77 0.14 -4.80
O -4.71 -1.44 -4.65
C -3.56 -1.05 -7.02
H -2.34 -2.02 -8.53
H -1.44 -1.02 -7.39
H -2.78 -3.70 -6.81
H -1.07 -3.35 -6.67
H -2.72 -3.21 -4.50
H -1.37 -2.07 -4.67
H -3.68 -0.03 -7.36
H -4.43 -1.64 -7.29
C 4.38 -0.68 5.52
C 4.19 -1.21 4.09
C 3.08 -0.39 3.43
S 3.14 1.23 4.22
O 1.90 1.43 4.94
O 3.59 2.21 3.26
C 4.44 0.85 5.38
H 5.29 -1.06 5.98
H 3.54 -0.96 6.15
H 5.11 -1.10 3.52
H 3.93 -2.27 4.09
H 3.24 -0.27 2.36
H 2.09 -0.81 3.62
H 4.26 1.38 6.32
H 5.38 1.17 4.94
C 6.95 -2.09 -1.40
C 7.25 -0.88 -0.50
C 6.27 -0.94 0.68
S 5.86 -2.67 0.91
O 4.45 -2.85 0.62
O 6.42 -3.14 2.15
C 6.82 -3.29 -0.47
H 7.73 -2.24 -2.14
H 6.01 -1.92 -1.93
H 8.27 -0.95 -0.12
H 7.16 0.06 -1.04
H 6.70 -0.55 1.60
H 5.34 -0.40 0.46
H 6.30 -4.14 -0.91
H 7.79 -3.60 -0.07
C 6.11 3.22 -4.11
C 6.76 3.00 -5.49
C 8.10 2.29 -5.26
S 7.92 1.34 -3.74
O 8.80 1.88 -2.75
O 7.90 -0.07 -4.04
C 6.25 1.89 -3.37
H 5.07 3.52 -4.19
H 6.65 4.00 -3.57
H 6.10 2.37 -6.10
H 6.90 3.93 -6.02
H 8.35 1.60 -6.07
H 8.91 2.99 -5.11
H 6.13 1.97 -2.30
H 5.56 1.14 -3.77
C -7.33 -0.99 -2.08
C -8.86 -0.82 -2.13
C -9.18 0.61 -1.66
S -7.74 1.60 -2.09
O -7.12 2.07 -0.87
O -8.08 2.51 -3.15
C -6.76 0.25 -2.74
H -7.01 -1.89 -2.59
H -7.00 -1.05 -1.04
H -9.21 -0.97 -3.15
H -9.37 -1.56 -1.50
H -10.05 1.02 -2.17
H -9.31 0.66 -0.59
H -5.71 0.43 -2.51
H -6.90 0.23 -3.82
C -2.60 -8.03 -2.95
C -1.49 -8.63 -3.83
C -1.56 -7.93 -5.19
S -2.23 -6.29 -4.87
O -3.52 -6.18 -5.52
O -1.20 -5.30 -5.08
C -2.49 -6.52 -3.12
H -2.49 -8.32 -1.90
H -3.58 -8.38 -3.29
H -0.52 -8.45 -3.37
H -1.61 -9.71 -3.94
H -0.58 -7.82 -5.65
H -2.24 -8.44 -5.87
H -3.38 -5.98 -2.81
H -1.61 -6.12 -2.60
C -0.49 0.97 8.45
C -0.41 1.19 9.96
C 0.94 0.65 10.44
S 2.06 0.82 9.03
O 2.45 -0.50 8.59
O 3.04 1.84 9.30
C 0.85 1.46 7.89
H -1.33 1.51 8.00
H -0.62 -0.09 8.23
H -0.48 2.26 10.18
H -1.23 0.70 10.49
H 1.35 1.22 11.27
H 0.89 -0.40 10.69
H 1.07 1.08 6.90
H 0.91 2.54 7.91
*
```

## Properties
Orbital gap, eV: 8.43
Energy relative to the best compared isomer or geometry (same formula, charge and spin), kJ/mol: 47.0
HOMO level, eV: -11.7

Here are the Löwdin charges for atoms 1 to 8, given in e: C -0.10; C -0.23; C -0.19; C -0.15; C -0.13; C -0.12; C 0.04; C 0.03

---

2.
Computed, not measured: a molecular structure, C45H85F3N11O9SV, with ωB97M-V/def2-TZVPD.

Structure (ORCA input):
```
! RIJCOSX wB97M-V def2-TZVPD def2/J DEFGRID3
* xyz 0 3
V -0.45 -9.06 13.37
N 0.38 -11.05 11.76
O 0.52 -11.99 11.03
O 0.34 -11.05 13.00
O 0.07 -9.86 11.41
N -1.50 -9.13 15.81
O -2.03 -9.19 16.88
O -0.78 -10.03 15.29
O -1.48 -8.16 15.02
C -1.84 -5.14 11.37
F -1.34 -4.44 12.38
F -3.04 -5.55 11.75
F -1.89 -4.40 10.27
S -0.75 -6.62 11.00
O -1.32 -7.36 9.91
O 0.54 -6.01 10.73
O -0.83 -7.44 12.25
N 1.73 -5.23 6.82
C 1.51 -4.59 8.01
C 2.66 -3.92 8.33
C 3.56 -4.10 7.26
C 2.98 -4.97 6.37
H 0.96 -5.64 6.28
H 0.52 -4.61 8.42
H 2.80 -3.31 9.21
H 4.53 -3.62 7.21
H 3.32 -5.33 5.41
N 2.39 -7.71 9.19
C 3.67 -7.26 9.30
C 4.47 -8.38 9.40
C 3.61 -9.51 9.43
C 2.31 -9.05 9.31
H 1.63 -7.06 9.08
H 3.91 -6.21 9.28
H 5.55 -8.34 9.44
H 3.95 -10.53 9.56
H 1.34 -9.52 9.35
N 1.15 -1.84 15.19
C 1.23 -1.44 16.51
C 0.02 -1.67 17.11
C -0.80 -2.40 16.21
C -0.04 -2.50 15.07
H 1.86 -1.71 14.50
H 2.14 -1.04 16.93
H -0.20 -1.40 18.13
H -1.74 -2.87 16.42
H -0.29 -2.89 14.10
N -6.15 -8.17 9.78
C -4.93 -7.84 9.22
C -4.37 -6.88 10.02
C -5.34 -6.52 11.00
C -6.41 -7.37 10.85
H -6.77 -8.84 9.37
H -4.60 -8.43 8.39
H -3.40 -6.45 9.85
H -5.32 -5.74 11.75
H -7.36 -7.42 11.36
N -4.00 -9.14 13.72
C -3.45 -10.39 13.87
C -2.73 -10.70 12.73
C -2.76 -9.54 11.92
C -3.55 -8.61 12.55
H -4.70 -8.74 14.33
H -3.70 -11.01 14.72
H -2.41 -11.69 12.44
H -2.39 -9.35 10.92
H -4.04 -7.72 12.18
C -5.85 -2.85 9.99
C -4.73 -2.02 10.68
N -5.29 -1.13 11.70
C -5.78 0.10 11.06
C -6.76 0.90 11.89
C -4.34 -0.82 12.77
C -3.54 -1.96 13.38
H -6.68 -2.18 9.77
H -6.26 -3.64 10.62
H -5.38 -3.20 9.07
H -4.10 -2.76 11.16
H -4.18 -1.47 9.90
H -6.21 -0.17 10.10
H -4.89 0.69 10.80
H -7.00 1.87 11.47
H -6.40 1.05 12.91
H -7.73 0.45 12.15
H -3.60 -0.09 12.39
H -4.88 -0.29 13.55
H -4.20 -2.67 13.90
H -2.94 -2.58 12.73
H -2.94 -1.56 14.20
C -3.15 -6.09 6.67
C -1.66 -5.85 6.88
N -0.83 -5.99 5.68
C -0.70 -7.40 5.29
C -0.19 -8.35 6.39
C -1.11 -5.16 4.52
C -1.14 -3.67 4.89
H -3.51 -5.38 5.92
H -3.64 -5.79 7.60
H -3.46 -7.07 6.32
H -1.58 -4.83 7.25
H -1.31 -6.50 7.68
H -1.62 -7.85 4.90
H 0.07 -7.41 4.51
H 0.59 -7.88 7.00
H -0.99 -8.68 7.05
H 0.18 -9.24 5.88
H -2.06 -5.36 4.02
H -0.31 -5.38 3.81
H -0.36 -3.44 5.61
H -2.08 -3.31 5.30
H -0.92 -3.05 4.02
C 0.43 -5.99 15.08
C 1.43 -6.62 14.07
N 1.48 -8.09 13.88
C 2.42 -8.31 12.74
C 3.87 -7.91 12.96
C 1.99 -8.60 15.17
C 2.34 -10.08 15.19
H -0.56 -5.93 14.63
H 0.76 -4.97 15.24
H 0.31 -6.52 16.03
H 1.43 -6.06 13.13
H 2.37 -6.26 14.51
H 2.42 -9.37 12.46
H 1.99 -7.91 11.82
H 4.37 -8.19 12.03
H 4.02 -6.84 13.11
H 4.38 -8.46 13.75
H 1.33 -8.43 16.02
H 2.88 -8.07 15.51
H 3.04 -10.36 14.41
H 1.51 -10.79 15.17
H 2.86 -10.32 16.12
C -5.74 -8.98 17.02
C -6.70 -8.17 16.12
N -6.01 -7.25 15.22
C -6.93 -6.63 14.26
C -7.77 -7.61 13.46
C -5.18 -6.26 15.90
C -4.16 -5.57 15.02
H -6.24 -9.91 17.30
H -5.45 -8.45 17.93
H -4.79 -9.27 16.56
H -7.26 -8.86 15.50
H -7.37 -7.61 16.78
H -7.69 -5.98 14.72
H -6.38 -6.04 13.52
H -8.51 -8.08 14.11
H -8.33 -7.13 12.65
H -7.14 -8.39 13.01
H -4.70 -6.76 16.74
H -5.87 -5.52 16.35
H -3.59 -4.76 15.48
H -4.67 -5.16 14.15
H -3.43 -6.29 14.63
*
```

## Properties
Orbital gap (alpha / beta), eV: 6.58 / 7.31
<S²>: 2.017
Energy relative to the best compared isomer or geometry (same formula, charge and spin), kJ/mol: 0.0
HOMO level (alpha / beta), eV: -7.7 / -7.7

Here are the Löwdin charges for atoms 1 to 8, given in e: V 1.16; N -0.49; O 0.15; O -0.06; O -0.10; N -0.51; O 0.15; O -0.07

---

3.
Computed, not measured: 6 unconnected molecules or ions with the total composition C45H90BBrClF13NO18P, with ωB97M-V/def2-TZVPD.

Structure (ORCA input):
```
! RIJCOSX wB97M-V def2-TZVPD def2/J DEFGRID3
* xyz 0 1
C -0.63 -3.57 5.12
C -2.01 -3.00 4.73
O -2.94 -3.51 5.30
N -2.20 -2.01 3.72
C -1.46 -2.40 2.50
P -2.24 -0.29 4.18
Br -2.40 2.05 4.83
C -3.82 -0.56 5.17
C -4.93 0.49 5.02
C -6.28 -0.28 5.16
Cl -7.00 -0.67 3.57
C -0.64 -0.27 5.12
C 0.66 -0.57 4.35
C 1.91 -0.10 5.14
F 1.56 -0.15 6.46
F 2.16 1.18 4.88
C 3.18 -1.01 5.07
F 4.02 -0.54 5.99
F 2.77 -2.20 5.53
C 3.91 -1.28 3.71
F 3.20 -1.01 2.61
F 4.14 -2.60 3.66
C 5.32 -0.62 3.52
F 6.16 -0.97 4.49
F 5.85 -1.18 2.41
C 5.39 0.92 3.39
F 4.93 1.55 4.47
F 6.69 1.22 3.32
C 4.74 1.57 2.14
F 5.03 0.96 1.01
F 3.43 1.71 2.24
F 5.25 2.80 2.06
C -2.57 0.31 2.47
B -1.37 0.98 1.68
O -1.06 0.49 0.40
O -0.62 2.01 2.12
H 0.06 -3.61 4.27
H -0.19 -3.05 5.97
H -0.77 -4.61 5.42
H -1.12 -3.43 2.53
H -0.60 -1.78 2.22
H -2.16 -2.36 1.66
H -4.24 -1.46 4.71
H -3.55 -0.78 6.20
H -4.97 1.20 5.83
H -4.99 0.95 4.04
H -6.09 -1.21 5.70
H -6.98 0.28 5.78
H -0.49 0.70 5.56
H -0.65 -0.94 5.98
H 0.83 -1.62 4.11
H 0.76 -0.05 3.39
H -3.28 1.13 2.62
H -3.12 -0.41 1.86
H -1.52 1.01 -0.27
H 0.00 2.31 1.44
C -9.36 3.80 11.89
O -9.68 3.48 10.55
C -8.74 4.02 9.63
C -8.82 3.30 8.31
O -8.12 2.05 8.29
C -8.76 0.98 8.99
C -9.96 0.42 8.25
O -11.10 1.23 8.48
C -12.13 0.97 7.54
H -9.33 4.89 12.03
H -10.14 3.38 12.52
H -8.40 3.36 12.17
H -7.72 3.93 10.04
H -8.97 5.08 9.49
H -8.30 3.91 7.56
H -9.85 3.18 7.98
H -9.01 1.27 10.01
H -8.01 0.19 9.05
H -10.18 -0.59 8.62
H -9.74 0.37 7.17
H -11.79 1.21 6.53
H -12.97 1.61 7.79
H -12.45 -0.08 7.59
C 10.96 -4.13 -3.91
O 9.76 -3.90 -3.20
C 8.95 -5.06 -3.13
C 7.93 -4.95 -2.01
O 8.46 -5.27 -0.74
C 9.30 -4.30 -0.11
C 8.56 -3.10 0.47
O 8.26 -2.11 -0.52
C 7.28 -1.20 -0.04
H 10.74 -4.45 -4.93
H 11.52 -3.19 -3.93
H 11.57 -4.89 -3.40
H 9.57 -5.95 -2.98
H 8.42 -5.14 -4.09
H 7.16 -5.70 -2.19
H 7.44 -3.97 -2.00
H 10.10 -3.99 -0.79
H 9.76 -4.83 0.72
H 9.20 -2.63 1.22
H 7.63 -3.44 0.94
H 6.33 -1.71 0.17
H 7.10 -0.45 -0.82
H 7.64 -0.70 0.86
C 0.61 0.76 -4.98
O 0.82 1.96 -4.27
C -0.14 2.16 -3.26
C 0.39 3.14 -2.25
O 1.29 2.54 -1.31
C 2.59 2.24 -1.81
C 3.47 3.46 -1.99
O 3.17 4.11 -3.21
C 3.69 5.42 -3.25
H -0.37 0.74 -5.47
H 1.39 0.69 -5.74
H 0.71 -0.09 -4.29
H -0.37 1.21 -2.77
H -1.05 2.56 -3.73
H -0.46 3.50 -1.65
H 0.84 4.02 -2.72
H 2.53 1.65 -2.73
H 3.04 1.61 -1.05
H 4.52 3.14 -2.02
H 3.32 4.15 -1.15
H 3.24 6.04 -2.47
H 3.44 5.85 -4.22
H 4.78 5.41 -3.14
C 3.53 -1.79 -3.87
O 3.40 -2.13 -5.23
C 4.40 -1.50 -6.01
C 4.58 -2.21 -7.33
O 5.39 -3.38 -7.23
C 4.78 -4.52 -6.62
C 3.77 -5.21 -7.51
O 2.52 -4.54 -7.46
C 1.68 -4.91 -8.52
H 3.45 -0.71 -3.73
H 2.72 -2.28 -3.32
H 4.48 -2.14 -3.48
H 5.35 -1.49 -5.48
H 4.08 -0.46 -6.20
H 5.12 -1.55 -8.00
H 3.62 -2.43 -7.79
H 4.35 -4.27 -5.65
H 5.60 -5.21 -6.45
H 3.62 -6.24 -7.16
H 4.15 -5.22 -8.55
H 2.12 -4.63 -9.49
H 0.74 -4.37 -8.41
H 1.47 -5.99 -8.51
C -5.64 0.98 -9.41
O -5.41 2.18 -8.71
C -6.34 2.37 -7.66
C -5.81 3.37 -6.65
O -4.89 2.80 -5.73
C -3.58 2.53 -6.22
C -2.73 3.77 -6.41
O -3.05 4.40 -7.64
C -2.56 5.72 -7.70
H -6.65 0.98 -9.85
H -4.91 0.91 -10.21
H -5.52 0.11 -8.75
H -6.55 1.42 -7.15
H -7.27 2.76 -8.10
H -6.65 3.71 -6.04
H -5.39 4.25 -7.14
H -3.62 1.93 -7.13
H -3.11 1.92 -5.45
H -1.67 3.48 -6.44
H -2.90 4.46 -5.58
H -3.03 6.33 -6.92
H -2.82 6.13 -8.67
H -1.47 5.74 -7.58
*
```

## Properties
Orbital gap, eV: 9.11
SMILES string: CC(=O)N(C)P(Br)(CCCCl)(CCC(F)(F)C(F)(F)C(F)(F)C(F)(F)C(F)(F)C(F)(F)F)CB(O)O.COCCOCCOC.COCCOCCOC.COCCOCCOC.COCCOCCOC.COCCOCCOC
HOMO level, eV: -9.0

Here are the Löwdin charges for atoms 1 to 8, given in e: C -0.01; C -0.51; O 0.10; N -0.23; C -0.10; P 0.75; Br 0.42; C -0.30

---

| no. | largest force on an atom (eV/A) |
| --- | --- |
| 1 | 1.124 |
| 2 | 3.175 |
| 3 | 1.963 |